{
  "formula": "C58H49N6NaO4",
  "method": "the ωB97M-V functional and the def2-TZVPD basis",
  "species": ["Na", "N", "C", "N", "C", "N", "N", "C", "C", "C", "C", "C", "C", "N", "C", "C", "C", "C", "C", "C", "H", "H", "H", "H", "H", "H", "H", "H", "H", "H", "H", "C", "C", "C", "O", "C", "C", "O", "C", "O", "C", "C", "C", "C", "C", "C", "C", "C", "C", "C", "C", "C", "C", "O", "C", "C", "C", "C", "C", "C", "C", "C", "C", "C", "C", "C", "H", "H", "H", "H", "H", "H", "H", "H", "H", "H", "H", "H", "H", "H", "H", "H", "H", "H", "H", "H", "H", "H", "H", "H", "H", "H", "H", "H", "N", "C", "C", "C", "C", "C", "C", "C", "C", "C", "C", "C", "C", "C", "H", "H", "H", "H", "H", "H", "H", "H", "H", "H"],
  "positions_angstrom": [[0.0204, 0.6313, 0.3154], [-2.7740, 2.3609, -2.7145], [-1.9154, 1.7972, -1.8272], [-1.4385, 2.3879, -0.7832], [-1.9304, 3.6269, -0.4410], [-1.5882, 4.2255, 0.6483], [-0.8588, 3.3675, 1.4813], [0.2576, 3.8059, 1.8757], [1.0935, 2.9607, 2.7575], [2.2495, 3.4959, 3.3170], [3.0395, 2.6863, 4.1178], [2.6588, 1.3708, 4.3033], [1.4850, 0.9271, 3.7022], [0.7004, 1.7003, 2.9625], [-2.8783, 4.3012, -1.3521], [-3.4123, 5.5631, -1.0844], [-4.3279, 6.1373, -1.9427], [-4.7308, 5.4432, -3.0862], [-4.2223, 4.1936, -3.3650], [-3.2909, 3.6188, -2.4949], [-3.1697, 1.7639, -3.4195], [-1.6115, 0.7868, -2.0580], [0.6522, 4.7763, 1.5692], [2.5184, 4.5241, 3.1107], [3.9495, 3.0712, 4.5625], [3.2579, 0.6772, 4.8784], [1.1649, -0.1023, 3.8245], [-3.0876, 6.0592, -0.1797], [-4.7416, 7.1146, -1.7291], [-5.4578, 5.8837, -3.7578], [-4.5444, 3.6415, -4.2398], [2.1877, -3.3613, -2.8036], [3.3768, -2.7665, -2.0556], [4.6943, -3.3429, -2.5341], [3.2906, -2.9730, -0.6582], [2.5100, -1.9006, -0.0990], [2.5103, -0.8281, -1.2152], [3.3937, -1.3718, -2.2165], [2.9802, 0.6134, -0.8096], [2.0072, 1.2420, -0.1181], [4.2954, 0.5208, 0.0021], [4.3563, 1.2265, 1.1966], [5.4906, 1.1915, 1.9966], [6.5927, 0.4372, 1.6215], [6.5448, -0.2770, 0.4309], [5.4126, -0.2306, -0.3702], [3.2310, 1.3863, -2.1340], [4.4613, 1.8131, -2.6169], [4.5572, 2.5617, -3.7883], [3.4217, 2.8910, -4.5066], [2.1806, 2.4725, -4.0330], [2.0932, 1.7420, -2.8624], [1.0786, -2.3458, 0.4484], [0.1319, -1.4500, 0.1332], [1.1725, -2.5144, 1.9909], [2.3154, -2.9203, 2.6740], [2.3074, -3.0669, 4.0571], [1.1463, -2.8301, 4.7786], [-0.0046, -2.4367, 4.1027], [0.0152, -2.2699, 2.7268], [0.6797, -3.7722, -0.0487], [1.4203, -4.9326, 0.1725], [0.9663, -6.1651, -0.2738], [-0.2493, -6.2640, -0.9428], [-1.0006, -5.1176, -1.1504], [-0.5378, -3.8850, -0.7053], [2.1121, -4.4361, -2.6312], [2.3078, -3.1687, -3.8721], [1.2582, -2.9031, -2.4704], [4.7056, -4.4220, -2.3736], [5.5138, -2.8935, -1.9749], [4.8287, -3.1422, -3.5977], [3.0865, -1.5191, 0.7452], [1.4971, -0.7304, -1.6131], [3.4685, 1.7839, 1.4655], [5.5101, 1.7486, 2.9272], [7.4753, 0.4010, 2.2509], [7.3931, -0.8800, 0.1238], [5.3872, -0.7835, -1.2978], [5.3651, 1.5711, -2.0735], [5.5331, 2.8882, -4.1327], [3.4944, 3.4752, -5.4172], [1.2767, 2.7307, -4.5741], [1.1260, 1.4595, -2.4670], [3.2318, -3.1133, 2.1263], [3.2151, -3.3657, 4.5706], [1.1364, -2.9452, 5.8568], [-0.9216, -2.2488, 4.6503], [-0.8643, -1.9404, 2.1871], [2.3655, -4.8767, 0.6952], [1.5650, -7.0529, -0.0990], [-0.6076, -7.2272, -1.2898], [-1.9578, -5.1759, -1.6576], [-1.0853, -2.9639, -0.8635], [-3.4908, 0.0459, -1.0125], [-4.4557, -0.0400, -0.2281], [-5.7183, 0.7951, -0.3556], [-6.9702, 0.2168, -0.5568], [-8.0854, 0.9983, -0.8265], [-7.9770, 2.3830, -0.8740], [-6.7405, 2.9760, -0.6424], [-5.6316, 2.1840, -0.3892], [-4.4799, -1.0358, 0.9321], [-3.6064, -2.1227, 0.8760], [-3.5275, -3.0338, 1.9132], [-4.3247, -2.8739, 3.0448], [-5.1899, -1.7932, 3.1201], [-5.2676, -0.8844, 2.0690], [-7.0645, -0.8633, -0.5103], [-9.0459, 0.5249, -1.0016], [-8.8477, 2.9947, -1.0819], [-6.6370, 4.0551, -0.6637], [-4.6633, 2.6354, -0.2113], [-2.9667, -2.1836, 0.0051], [-2.8242, -3.8571, 1.8505], [-4.2587, -3.5818, 3.8634], [-5.8010, -1.6475, 4.0049], [-5.9391, -0.0350, 2.1406]],
  "forces_ev_per_a": [[-0.3881, 0.5058, 0.3761], [0.3091, 0.2698, -0.2395], [-0.2779, -0.0546, 0.0392], [0.0170, -0.3740, -0.1925], [-0.1126, 0.4250, -0.0049], [0.2064, -0.6265, 0.2299], [-0.2429, 0.5644, -0.3047], [0.0926, -0.2154, 0.1493], [-0.0841, 0.1135, -0.0506], [-0.0311, -0.0754, 0.0513], [-0.0128, 0.0287, -0.0297], [-0.0100, -0.0539, 0.0401], [-0.0462, -0.0105, 0.0566], [0.2707, -0.0504, -0.0668], [0.0636, 0.1106, 0.1102], [0.0735, -0.0950, -0.0193], [-0.0264, -0.0262, -0.0403], [-0.0252, 0.0424, 0.0011], [0.0583, -0.0363, 0.0265], [-0.0261, -0.0807, -0.0393], [-0.1411, -0.0641, 0.1389], [0.1247, 0.0556, -0.0609], [-0.0161, 0.0202, -0.0313], [0.0160, 0.0042, -0.0049], [0.0041, 0.0001, 0.0020], [0.0086, 0.0182, 0.0059], [0.0253, 0.0141, -0.0264], [-0.0092, 0.0313, -0.0091], [0.0049, 0.0039, 0.0087], [-0.0038, -0.0002, 0.0009], [-0.0115, 0.0057, -0.0010], [-0.0130, -0.0280, -0.0461], [0.0015, 0.0088, 0.0484], [0.0242, -0.0294, -0.0288], [0.0759, -0.0082, 0.0300], [0.0286, 0.0175, 0.0043], [-0.0539, -0.0322, 0.0037], [-0.0570, -0.0194, -0.0480], [0.0511, -0.0570, -0.0274], [0.2509, -0.0296, 0.0737], [0.0603, 0.0008, -0.0335], [-0.0309, -0.0129, 0.0139], [-0.0025, 0.0243, 0.0368], [0.0169, -0.0180, -0.0150], [0.0325, -0.0085, 0.0325], [-0.0239, 0.0138, -0.0392], [-0.0560, 0.0057, -0.0711], [0.0142, -0.0338, 0.0086], [0.0435, -0.0057, 0.0270], [-0.0438, 0.0156, -0.0218], [0.0203, 0.0101, -0.0215], [-0.0111, -0.0121, 0.0107], [0.0048, 0.0722, -0.0526], [0.0123, -0.2829, -0.1100], [0.0174, -0.0213, -0.0181], [0.0289, 0.0410, -0.0159], [0.0224, -0.0018, 0.0086], [-0.0255, 0.0029, 0.0245], [-0.0087, -0.0121, 0.0134], [-0.0369, -0.0495, 0.0213], [0.0364, 0.0191, 0.0295], [-0.0079, -0.0126, 0.0754], [-0.0119, 0.0123, -0.0223], [0.0296, -0.0521, 0.0058], [-0.0691, 0.0605, -0.0250], [0.0388, -0.0308, -0.0511], [0.0054, -0.0028, 0.0173], [0.0134, -0.0047, 0.0016], [0.0171, 0.0284, -0.0100], [-0.0184, -0.0013, 0.0054], [-0.0019, -0.0019, 0.0135], [-0.0119, 0.0169, -0.0021], [-0.0604, 0.0226, 0.0070], [0.0373, 0.0431, -0.0355], [-0.0045, 0.0128, 0.0075], [-0.0030, 0.0014, 0.0040], [0.0036, -0.0049, -0.0054], [0.0048, 0.0074, 0.0031], [0.0075, 0.0108, 0.0100], [0.0041, 0.0192, -0.0108], [-0.0058, 0.0045, -0.0086], [0.0037, -0.0046, -0.0003], [0.0046, 0.0054, -0.0027], [0.0010, 0.0008, 0.0198], [0.0081, -0.0046, 0.0127], [-0.0019, -0.0017, 0.0002], [0.0089, -0.0035, -0.0013], [0.0009, 0.0118, -0.0002], [0.0202, 0.0065, -0.0173], [0.0112, 0.0092, 0.0009], [-0.0095, -0.0069, 0.0058], [0.0046, 0.0016, 0.0034], [0.0109, -0.0182, -0.0095], [-0.0286, 0.0158, 0.0216], [-0.2581, 0.0970, -0.1469], [0.0548, -0.4228, 0.2969], [-0.0095, 0.1672, -0.1348], [-0.0013, -0.0608, 0.0117], [-0.0396, 0.0345, -0.0061], [-0.0061, 0.0106, 0.0037], [-0.0365, -0.0185, -0.0038], [0.0956, 0.0319, 0.0417], [0.0351, -0.0919, -0.0480], [0.0074, 0.1113, 0.0031], [0.0131, -0.0257, 0.0167], [0.0163, -0.0201, 0.0042], [-0.0101, 0.0028, 0.0153], [-0.0703, 0.0487, -0.0127], [0.0111, 0.0007, -0.0055], [-0.0035, 0.0025, 0.0001], [-0.0053, -0.0068, -0.0034], [0.0011, 0.0100, -0.0004], [-0.0073, 0.0139, -0.0117], [0.0395, -0.0181, -0.0032], [-0.0108, -0.0084, -0.0028], [0.0038, 0.0064, 0.0088], [0.0001, -0.0025, -0.0005], [-0.0088, -0.0219, 0.0114]],
  "lumo_energy_ev": 3.692,
  "relative_energy_ev": 0.049,
  "charge": -2
}